C5H5ClNO3 | the ωB97M-V functional and the def2-TZVPD basis

XYZ file:
```
15
Properties=species:S:1:pos:R:3:nbo_charge:R:1
C -3.51 0.25 -0.82 -0.6648
C -2.84 0.23 0.32 -0.3526
C -1.13 -2.64 0.28 0.9523
C 0.89 -1.45 -0.43 0.9106
C 2.28 -0.07 0.84 -0.2540
N -0.19 -2.29 -0.39 -0.6266
O -2.02 -3.19 0.77 -0.4777
O 1.53 -1.24 -1.43 -0.5964
O 1.21 -0.99 0.80 -0.4949
Cl -1.30 1.22 0.24 -0.2904
H -3.26 0.78 -1.75 0.1496
H -4.44 -0.32 -0.86 0.1752
H 2.28 0.36 1.83 0.1922
H 2.14 0.70 0.09 0.2057
H 3.23 -0.59 0.64 0.1716
```

Summary:
Energy relative to the best compared isomer or geometry (same formula, charge and spin), kcal/mol: 30.3
DFT total energy, a.u.: -934.17115
Spin multiplicity: 1
Net charge: -1
LUMO, eV: 3.34